# 1
DFT (wB97M-V/def2-TZVPD) results for a structure of composition C31H80InN3O17P5 in a non-equilibrium geometry.

ΔE to the lowest compared entry with this formula, charge and spin = 0.0 kcal/mol
Total charge = -1
Frontier orbital gap = 5.91 eV
Multiplicity = 1

Last column: Löwdin charge in e.
Cartesian coordinates (Å):
C -2.1550 0.6362 0.1353  -0.04
C -1.7754 2.1069 0.0907  -0.62
O -1.9262 2.6828 -1.0061  -0.05
N -1.3539 2.7585 1.2021  -0.14
C -0.8036 4.0708 0.9064  -0.17
In -0.0781 1.6065 2.5030  0.55
C 1.6209 2.8003 3.2938  -0.31
C 2.9834 2.2093 2.9464  -0.33
C 4.1426 2.8812 3.7148  -0.22
C 4.0197 2.7736 5.2471  -0.29
N 3.5059 3.9724 5.9123  -0.01
P -1.5836 0.9767 4.5005  0.47
N -2.3506 2.3325 4.9430  -0.47
H -1.7666 0.0986 0.9952  0.00
H -1.7966 0.1903 -0.7859  0.08
H -3.2420 0.5959 0.2086  0.08
H 0.1824 4.0551 0.4326  0.08
H -1.4711 4.6944 0.3136  0.06
H -0.6865 4.5850 1.8636  0.07
H 0.5203 0.1002 1.7706  -0.08
H 1.5382 3.8261 2.9325  0.03
H 1.4913 2.8007 4.3778  0.01
H 3.0418 1.1292 3.0928  0.09
H 3.1854 2.3951 1.8873  0.09
H 5.0594 2.3587 3.4193  0.09
H 4.2105 3.9187 3.3812  0.10
H 5.0002 2.5259 5.6560  0.09
H 3.3398 1.9509 5.4712  0.11
H 2.5174 4.0838 5.7426  0.05
H 3.9905 4.7746 5.5341  0.05
H -2.5871 0.0450 4.0903  -0.10
H -0.8402 0.4227 5.5779  -0.09
H -2.1567 2.5440 5.9151  -0.11
O -7.6879 7.0651 0.9720  -0.23
P -6.3097 7.5973 0.9733  0.50
O -5.9335 7.9559 2.5104  -0.20
C -5.9924 6.9264 3.5016  -0.28
C -4.8570 5.9275 3.3645  -0.07
O -6.4880 9.0993 0.3683  -0.20
C -7.7304 9.5300 -0.1735  -0.30
C -8.6083 10.1729 0.8846  -0.08
O -4.7986 7.5365 0.3862  -0.17
C -4.2490 6.3199 -0.1599  -0.26
C -5.2542 5.4606 -0.8928  -0.08
H -6.9599 6.4185 3.4596  0.11
H -5.9278 7.4272 4.4675  0.11
H -4.9803 5.3184 2.4638  0.07
H -4.8228 5.2504 4.2176  0.08
H -3.8993 6.4426 3.2911  0.09
H -8.2447 8.7025 -0.6612  0.10
H -7.4983 10.2616 -0.9503  0.11
H -8.6261 9.5851 1.8011  0.07
H -9.6298 10.2912 0.5186  0.07
H -8.2228 11.1599 1.1472  0.07
H -3.7691 5.7507 0.6388  0.10
H -3.4594 6.6151 -0.8506  0.12
H -6.0677 5.1432 -0.2303  0.07
H -4.7681 4.5652 -1.2799  0.08
H -5.6992 6.0086 -1.7263  0.08
O 1.4452 0.6500 -6.5204  -0.22
P 0.2793 -0.1101 -6.0141  0.52
O 0.2517 0.2017 -4.4211  -0.20
C 0.1481 1.5583 -3.9756  -0.27
C -1.2336 2.1328 -4.2077  -0.08
O 0.8044 -1.6475 -6.0088  -0.21
C 2.0248 -2.0093 -6.6526  -0.29
C 3.2038 -1.9141 -5.7031  -0.07
O -1.2706 -0.6520 -6.0784  -0.18
C -2.2799 0.0052 -6.8567  -0.28
C -1.7625 0.6057 -8.1470  -0.09
H 0.9084 2.1740 -4.4639  0.11
H 0.3662 1.5528 -2.9088  0.12
H -1.4191 2.2740 -5.2813  0.06
H -1.3386 3.0986 -3.7165  0.08
H -1.9980 1.4616 -3.8181  0.08
H 2.1842 -1.4019 -7.5428  0.10
H 1.9091 -3.0419 -6.9894  0.11
H 3.1829 -0.9893 -5.1288  0.08
H 4.1453 -1.9703 -6.2519  0.08
H 3.1780 -2.7349 -4.9843  0.07
H -2.7696 0.7680 -6.2467  0.10
H -3.0368 -0.7473 -7.0830  0.12
H -0.9965 1.3651 -7.9548  0.07
H -2.5745 1.0828 -8.6955  0.08
H -1.3170 -0.1629 -8.7813  0.08
O 1.3075 -7.7286 -6.6917  -0.22
P -0.0137 -7.9568 -6.0722  0.50
O -0.0461 -7.1305 -4.6801  -0.19
C 0.1808 -5.7191 -4.7013  -0.27
C -0.9928 -4.9580 -5.2860  -0.07
O 0.0907 -9.4724 -5.4998  -0.20
C 1.2085 -10.3018 -5.8066  -0.29
C 2.3120 -10.1539 -4.7761  -0.07
O -1.6251 -8.1427 -6.2579  -0.17
C -2.3357 -7.5853 -7.3739  -0.27
C -1.5434 -7.5801 -8.6645  -0.09
H 1.0980 -5.4924 -5.2512  0.11
H 0.3375 -5.4162 -3.6672  0.12
H -1.0789 -5.1470 -6.3622  0.06
H -0.8671 -3.8835 -5.1453  0.08
H -1.9262 -5.2687 -4.8149  0.09
H 1.5768 -10.0940 -6.8106  0.10
H 0.8446 -11.3309 -5.8088  0.11
H 2.5015 -9.1083 -4.5381  0.07
H 3.2367 -10.6095 -5.1341  0.07
H 2.0275 -10.6451 -3.8442  0.07
H -2.6698 -6.5748 -7.1241  0.10
H -3.2350 -8.1889 -7.5008  0.12
H -0.6297 -6.9837 -8.5706  0.07
H -2.1381 -7.1536 -9.4720  0.08
H -1.2511 -8.5937 -8.9438  0.09
O 5.7289 -4.2642 7.2077  -0.22
P 5.2244 -2.8825 7.0674  0.50
O 4.1256 -2.6538 8.2453  -0.19
C 4.5026 -2.8389 9.6038  -0.29
C 5.3967 -1.7212 10.1107  -0.08
O 4.2341 -2.9534 5.7915  -0.20
C 4.1509 -4.1195 4.9737  -0.28
C 3.0847 -5.0753 5.4738  -0.07
O 5.5311 -1.3138 6.7453  -0.17
C 6.8423 -0.7567 6.9322  -0.27
C 7.9724 -1.7161 6.6219  -0.09
H 4.9894 -3.8101 9.7325  0.11
H 3.5776 -2.8577 10.1799  0.12
H 6.3841 -1.7695 9.6404  0.06
H 5.5372 -1.7956 11.1897  0.08
H 4.9614 -0.7488 9.8790  0.09
H 5.1212 -4.6106 4.9056  0.10
H 3.8960 -3.7799 3.9691  0.12
H 3.1409 -5.2112 6.5532  0.07
H 3.1817 -6.0476 4.9881  0.07
H 2.0916 -4.6811 5.2544  0.08
H 6.9296 -0.3773 7.9541  0.10
H 6.9121 0.1089 6.2732  0.12
H 7.9349 -2.6018 7.2657  0.07
H 8.9349 -1.2299 6.7788  0.08
H 7.9176 -2.0565 5.5867  0.09

# 2
DFT (wB97M-V/def2-TZVPD) results for a cluster of 10 separate species, C31H80N8O10 in total in a non-equilibrium geometry.

ΔE to the lowest compared entry with this formula, charge and spin = 0.0 kcal/mol
Total charge = 0
Frontier orbital gap = 8.19 eV
Multiplicity = 1

Last column: Löwdin charge in e.
Cartesian coordinates (Å):
C 6.2942 0.9104 1.0564  -0.03
C 6.0200 -0.5864 1.0247  -0.52
C 6.3205 -1.0399 -0.4228  -0.02
C 6.9394 -1.3055 1.9933  -0.15
C 6.5805 -2.7851 2.1487  -0.18
C 5.1648 -2.9065 2.6998  -0.14
C 4.1452 -2.1819 1.8080  -0.51
C 3.8363 -3.0456 0.5691  -0.01
C 2.8679 -2.0365 2.6382  -0.04
N 4.6635 -0.8412 1.5130  -0.09
O 3.7128 -0.0692 0.8043  -0.03
H 7.3714 1.0826 1.1308  0.09
H 5.7924 1.4890 0.2886  0.07
H 5.9660 1.3047 2.0278  0.09
H 5.9105 -0.3549 -1.1678  0.07
H 7.3985 -1.0360 -0.6121  0.09
H 6.0032 -2.0505 -0.6673  0.06
H 7.9853 -1.2942 1.6632  0.12
H 6.9796 -0.8405 2.9831  0.13
H 6.7098 -3.3016 1.1960  0.11
H 7.2910 -3.2302 2.8506  0.11
H 5.1096 -2.6767 3.7627  0.12
H 4.9191 -3.9754 2.6318  0.12
H 3.2789 -2.5495 -0.2270  0.09
H 3.3084 -3.9246 0.9370  0.09
H 4.7703 -3.3402 0.0938  0.06
H 2.9386 -1.2545 3.3965  0.09
H 2.7268 -2.9678 3.1948  0.08
H 1.9723 -1.8484 2.0451  0.05
H 3.5896 -0.5213 -0.0461  0.07
C -4.8863 -0.1417 -3.2126  -0.03
C -4.0135 -1.3737 -3.3867  -0.50
C -3.3579 -1.3848 -4.7922  -0.01
C -2.8984 -1.2497 -2.3166  -0.13
C -2.2128 -2.5692 -2.0058  -0.17
C -3.2044 -3.6853 -1.6859  -0.14
C -4.3259 -3.8883 -2.7054  -0.53
C -3.7731 -4.7240 -3.8683  -0.04
C -5.4638 -4.6419 -2.0396  -0.04
N -4.7993 -2.5816 -3.1463  -0.10
O -5.7937 -2.7032 -4.1463  -0.02
H -5.2610 -0.1037 -2.1872  0.09
H -4.3400 0.7656 -3.4527  0.06
H -5.8026 -0.1643 -3.8110  0.08
H -2.4217 -0.8286 -4.7972  0.08
H -3.2015 -2.4038 -5.1368  0.06
H -4.0310 -0.9666 -5.5447  0.08
H -2.1251 -0.6274 -2.7680  0.11
H -3.3345 -0.8326 -1.4094  0.11
H -1.6019 -2.8948 -2.8536  0.12
H -1.5542 -2.4727 -1.1402  0.10
H -3.6169 -3.5567 -0.6770  0.12
H -2.5977 -4.5879 -1.5552  0.12
H -4.5484 -4.7562 -4.6422  0.08
H -3.5123 -5.7489 -3.6043  0.09
H -2.9212 -4.2827 -4.3864  0.07
H -5.9877 -4.0595 -1.2785  0.09
H -5.0715 -5.5229 -1.5269  0.09
H -6.2195 -4.9416 -2.7679  0.08
H -6.5824 -2.2982 -3.7718  0.10
N -3.0946 3.1628 -4.0792  0.16
C -2.4977 2.7060 -2.9341  -0.65
N -1.1541 2.4968 -2.9761  0.18
O -3.0920 2.4566 -1.8849  -0.01
H -2.4835 3.3311 -4.8574  0.09
H -4.0603 2.9437 -4.2380  0.10
H -0.7778 2.1587 -2.0966  0.05
H -0.6368 2.4653 -3.8349  0.09
N 0.4121 0.6259 1.2925  0.20
C -0.2247 1.1837 0.2339  -0.59
N -1.5824 1.0681 0.2635  0.20
O 0.3829 1.5434 -0.7887  -0.04
H -0.2154 0.4119 2.0536  0.05
H 1.4084 0.5091 1.3604  0.09
H -2.0549 0.8609 1.1283  0.07
H -2.1348 1.3998 -0.5179  0.06
N -2.8360 0.6406 5.3809  0.16
C -1.6959 0.8036 4.6274  -0.63
N -0.6049 1.1424 5.3803  0.18
O -1.6552 0.5728 3.4290  0.01
H -2.8263 0.9944 6.3186  0.09
H -3.6764 0.3019 4.9542  0.11
H -0.6915 1.3413 6.3583  0.10
H 0.2781 1.2904 4.9137  0.08
C -5.7421 3.8366 1.4183  -0.09
C -5.0940 2.5746 0.9183  -0.33
O -4.8942 1.5934 1.9268  -0.08
H -5.9851 4.5297 0.6074  0.07
H -5.0768 4.4501 2.0368  0.07
H -6.6583 3.6587 1.9807  0.07
H -4.1652 2.7096 0.3559  0.09
H -5.7256 2.1821 0.1101  0.11
H -3.9598 1.5308 2.1324  0.04
C 1.0603 4.8239 -0.8047  -0.08
C 1.6690 5.6334 -1.9569  -0.32
O 0.6642 6.4164 -2.5708  -0.07
H 0.3003 4.2064 -1.2804  0.05
H 0.5376 5.5748 -0.2066  0.08
H 1.7679 4.2330 -0.2308  0.06
H 2.0509 4.9133 -2.6904  0.09
H 2.5251 6.2371 -1.6608  0.11
H 0.1907 5.8708 -3.2021  0.08
C 1.5313 3.1481 2.8909  -0.07
C 1.8933 3.5553 4.3066  -0.30
O 2.2537 2.3641 5.0390  -0.11
H 0.5425 2.6998 2.9235  0.06
H 2.2831 2.4713 2.4942  0.08
H 1.5397 4.0772 2.3193  0.07
H 1.0862 4.0605 4.8461  0.11
H 2.7522 4.2357 4.3132  0.11
H 2.3292 2.5956 5.9694  0.08
C 3.0338 2.2685 -3.4580  -0.09
C 3.5039 1.8261 -2.0891  -0.29
O 2.8108 0.6370 -1.6986  -0.12
H 1.9480 2.3945 -3.4573  0.06
H 3.2654 1.5308 -4.2260  0.08
H 3.4864 3.2211 -3.7458  0.07
H 3.3071 2.5285 -1.2714  0.11
H 4.5758 1.6236 -2.1040  0.10
H 1.8658 0.8375 -1.6688  0.04
C -0.7718 -2.6835 1.9110  -0.10
C -1.4956 -3.9115 2.4682  -0.32
O -0.5574 -4.7798 3.0635  -0.08
H -0.0368 -3.0661 1.2022  0.07
H -0.3119 -2.1432 2.7409  0.06
H -1.3982 -1.9551 1.3908  0.06
H -2.0046 -4.4090 1.6440  0.10
H -2.2481 -3.6160 3.2073  0.11
H -0.2414 -4.4927 3.9217  0.08

# 3
DFT (wB97M-V/def2-TZVPD) results for a cluster of 13 separate species, C31H81N7O26 in total in a non-equilibrium geometry.

ΔE to the lowest compared entry with this formula, charge and spin = 0.0 kcal/mol
Total charge = 0
Frontier orbital gap = 9.28 eV
Multiplicity = 1

Last column: Löwdin charge in e.
Cartesian coordinates (Å):
C 7.5757 2.6689 0.5988  0.05
N 6.8428 2.8069 -0.6972  -0.42
O 7.5315 2.7763 -1.7001  0.07
O 5.6450 3.0179 -0.6607  0.05
H 6.8341 2.7567 1.3858  0.09
H 8.2781 3.4969 0.6411  0.10
H 8.0918 1.7169 0.6189  0.08
C -0.9140 4.9658 1.3601  0.06
N -2.0070 5.1401 2.3631  -0.45
O -1.8254 4.8425 3.5196  0.06
O -3.0987 5.4510 1.9166  0.05
H -0.0936 4.5596 1.9445  0.09
H -0.6405 5.9378 0.9627  0.10
H -1.2882 4.2458 0.6443  0.07
C 1.8980 3.6953 6.1480  0.06
N 2.8860 4.6075 5.4958  -0.45
O 3.0781 5.7108 5.9503  0.08
O 3.3906 4.2148 4.4564  0.04
H 1.6211 4.1540 7.0929  0.09
H 2.3990 2.7542 6.3356  0.08
H 1.0608 3.7777 5.4577  0.11
C -1.0052 4.3774 -2.3060  0.05
N -0.4773 5.7280 -2.6312  -0.44
O -0.7293 6.2000 -3.7177  0.07
O 0.0862 6.3340 -1.7444  0.06
H -0.1210 3.8553 -1.9483  0.09
H -1.3768 3.9309 -3.2214  0.08
H -1.7982 4.4181 -1.5686  0.10
C 4.9403 3.3859 -3.7125  0.04
N 3.6432 2.7596 -3.3172  -0.43
O 2.7028 3.5033 -3.1439  0.06
O 3.5818 1.5474 -3.3214  0.05
H 5.4128 3.7947 -2.8341  0.06
H 4.7146 4.2007 -4.4013  0.10
H 5.5048 2.6907 -4.3241  0.10
C -2.6903 1.0959 -4.7687  0.06
N -1.5957 0.3298 -4.1227  -0.43
O -1.8524 -0.3749 -3.1805  0.06
O -0.4814 0.6135 -4.5039  0.08
H -2.6069 1.1058 -5.8522  0.10
H -2.6295 2.1317 -4.4495  0.09
H -3.6356 0.6281 -4.5095  0.08
C -1.3133 -3.5655 -1.5557  0.07
N -2.6803 -2.9698 -1.5728  -0.43
O -3.5594 -3.5221 -2.1960  0.07
O -2.8856 -2.0745 -0.7838  0.04
H -0.6982 -2.9321 -2.1882  0.08
H -1.3485 -4.5811 -1.9277  0.09
H -1.0123 -3.5342 -0.5153  0.10
C -10.0523 -2.7044 -2.6401  -0.12
O -8.7705 -2.1399 -2.7364  -0.17
C -8.0718 -2.2322 -1.5182  -0.22
C -6.6646 -1.7192 -1.6624  -0.19
O -6.6588 -0.3499 -2.0594  -0.17
C -5.3414 0.1352 -2.1064  -0.12
H -10.0014 -3.7471 -2.3167  0.09
H -10.5660 -2.5865 -3.5921  0.09
H -10.6862 -2.1483 -1.9355  0.09
H -8.0491 -3.2762 -1.1838  0.13
H -8.5703 -1.6686 -0.7181  0.13
H -6.1350 -2.2890 -2.4299  0.12
H -6.1814 -1.7545 -0.6798  0.12
H -4.9836 0.2821 -1.0796  0.07
H -5.2799 1.0546 -2.6840  0.08
H -4.6359 -0.5871 -2.5363  0.07
C -7.6661 -4.9296 4.2490  -0.11
O -6.9284 -3.8392 3.7405  -0.19
C -7.7090 -2.9840 2.9176  -0.21
C -6.9979 -1.6802 2.7072  -0.23
O -5.7737 -1.8405 2.0474  -0.18
C -5.0039 -0.6596 2.0159  -0.11
H -8.2286 -5.4018 3.4379  0.09
H -8.3887 -4.5590 4.9903  0.09
H -6.9802 -5.5874 4.7731  0.09
H -8.6474 -2.8042 3.4546  0.12
H -7.9300 -3.5185 1.9895  0.13
H -6.9282 -1.0672 3.6176  0.13
H -7.6280 -1.0358 2.0631  0.13
H -5.6126 0.1949 1.6929  0.10
H -4.2329 -0.7583 1.2498  0.06
H -4.5332 -0.5537 2.9983  0.10
C -2.3242 1.3660 0.1404  -0.08
O -1.0542 1.9699 -0.0734  -0.20
C -0.0375 1.0408 -0.3631  -0.19
C 1.3338 1.6939 -0.2321  -0.20
O 1.4304 2.4655 0.9279  -0.18
C 2.7258 2.9262 1.1832  -0.10
H -2.4512 0.8756 1.1106  0.07
H -2.5100 0.6060 -0.6221  0.07
H -3.0120 2.2100 0.1218  0.09
H -0.1138 0.6019 -1.3640  0.11
H -0.1042 0.2464 0.3877  0.10
H 1.4335 2.3703 -1.0934  0.11
H 2.0625 0.8804 -0.3318  0.12
H 3.4290 2.1024 1.3285  0.07
H 2.7755 3.5581 2.0717  0.07
H 3.0734 3.6117 0.3961  0.09
C -0.4911 -1.5167 2.5417  -0.11
O 0.5492 -1.1885 3.4387  -0.19
C 1.2576 0.0118 3.0753  -0.17
C 2.3786 0.2013 4.0904  -0.19
O 3.4818 0.7852 3.4588  -0.20
C 4.5756 1.0598 4.2914  -0.11
H -1.3210 -0.8059 2.5501  0.08
H -0.8369 -2.4678 2.9534  0.09
H -0.1668 -1.7029 1.5138  0.08
H 0.5468 0.8381 3.0434  0.13
H 1.7060 -0.2247 2.1051  0.12
H 2.6269 -0.8116 4.4328  0.13
H 1.9835 0.7704 4.9393  0.12
H 5.0880 0.1427 4.6118  0.09
H 4.2383 1.5844 5.1918  0.07
H 5.2825 1.6806 3.7453  0.09
C 0.6761 -6.1288 -3.3657  -0.11
O 1.2869 -5.1909 -2.5036  -0.19
C 2.2136 -4.3651 -3.1567  -0.23
C 2.7342 -3.3384 -2.1792  -0.21
O 1.8225 -2.2957 -1.9135  -0.19
C 1.6190 -1.4199 -3.0109  -0.10
H 1.4116 -6.8745 -3.6879  0.09
H 0.2401 -5.5967 -4.2193  0.09
H -0.1183 -6.6510 -2.8345  0.09
H 1.8224 -3.9297 -4.0859  0.12
H 3.0701 -4.9547 -3.5247  0.13
H 3.7282 -2.9578 -2.4524  0.12
H 2.9811 -3.8032 -1.2214  0.13
H 0.7921 -1.8200 -3.6107  0.07
H 2.5066 -1.3003 -3.6361  0.10
H 1.2983 -0.4480 -2.6451  0.06
C 9.0444 -2.4701 -0.6238  -0.12
O 8.4920 -1.4702 0.1821  -0.19
C 7.2886 -1.8525 0.8208  -0.19
C 6.5634 -0.5806 1.2565  -0.19
O 6.1296 0.1548 0.1315  -0.20
C 4.8496 -0.2592 -0.3069  -0.08
H 9.4186 -3.2990 -0.0152  0.09
H 9.9288 -2.1185 -1.1627  0.09
H 8.3592 -2.7389 -1.4343  0.09
H 7.5610 -2.5333 1.6338  0.13
H 6.6578 -2.3728 0.0889  0.12
H 7.3144 0.0140 1.7787  0.12
H 5.7162 -0.8207 1.9025  0.12
H 4.1438 -0.2612 0.5289  0.08
H 4.8568 -1.2412 -0.7960  0.08
H 4.5182 0.4238 -1.0897  0.07

What is the multiplicity in the second record? 1

The lowest frontier orbital gap belongs to which entry? C31H80InN3O17P5